5 unconnected molecules or ions with the total composition C60H99N5O6, computed with ωB97M-V/def2-TZVPD.

## Properties
Total charge: 0
Energy relative to the best compared isomer or geometry (same formula, charge and spin) in kcal/mol: 0.00
HOMO energy (spin up / spin down) in eV: -7.80 / -8.84
2S+1: 5

Cartesian coordinates (Å):
1 C 1.0041 7.6782 1.5006
2 C 0.1461 6.4413 1.2635
3 C 0.5296 5.5803 0.0996
4 C 1.6909 5.6155 -0.5636
5 C 1.9207 4.6826 -1.6971
6 O 2.6540 4.9491 -2.6308
7 C 1.1980 3.3754 -1.6046
8 C 1.7433 2.2405 -2.1816
9 C 1.0975 1.0331 -2.0061
10 C -0.0988 0.9302 -1.2889
11 C -0.6851 -0.4487 -1.1159
12 C 0.2308 -1.4822 -0.4897
13 C -0.1161 -2.8256 -0.5872
14 C 0.6787 -3.8135 -0.0423
15 C 1.8583 -3.4946 0.6237
16 C 2.7479 -4.5702 1.1825
17 C 2.1880 -2.1526 0.7439
18 C 1.3893 -1.1611 0.1998
19 C -0.7024 2.0837 -0.7762
20 C -2.0125 2.0251 -0.0317
21 C -1.7997 1.9193 1.4894
22 C -2.9274 2.5006 2.3489
23 C -4.3388 2.3271 1.7936
24 N -4.6288 0.9197 1.4795
25 C -0.0210 3.3031 -0.9229
26 C -0.5249 4.6017 -0.3664
27 O -1.6988 4.9071 -0.3020
28 H 0.8327 8.4202 0.7198
29 H 0.7313 8.1250 2.4566
30 H 2.0669 7.4355 1.5294
31 H 0.1908 5.7989 2.1534
32 H -0.9060 6.7147 1.1591
33 H 2.4762 6.3217 -0.3186
34 H 2.6684 2.2984 -2.7391
35 H 1.5342 0.1311 -2.4218
36 H -1.5841 -0.4169 -0.4982
37 H -1.0108 -0.8209 -2.0928
38 H -1.0211 -3.1127 -1.1114
39 H 0.3837 -4.8507 -0.1505
40 H 3.7384 -4.1752 1.4140
41 H 2.8756 -5.3898 0.4723
42 H 2.3334 -4.9973 2.0984
43 H 3.1125 -1.8942 1.2490
44 H 1.6951 -0.1266 0.3016
45 H -2.6099 2.8996 -0.2761
46 H -2.5812 1.1642 -0.3830
47 H -1.6572 0.8694 1.7583
48 H -0.8618 2.4251 1.7369
49 H -2.9020 2.0119 3.3276
50 H -2.7588 3.5675 2.5299
51 H -5.0379 2.6662 2.5614
52 H -4.4842 2.9867 0.9325
53 H -4.6191 0.7767 0.4775
54 H -5.5631 0.6796 1.7866
55 C 3.3361 -2.5192 -4.4165
56 C 3.8775 -3.6116 -3.4668
57 C 4.0807 -3.0581 -2.0558
58 C 5.3070 -2.1624 -1.8962
59 C 6.5597 -2.8513 -2.4347
60 C 6.4006 -3.3225 -3.8817
61 N 5.1722 -4.1766 -3.9654
62 O 5.3769 -5.3761 -3.5688
63 C 6.3367 -2.1239 -4.8363
64 C 7.5944 -4.1699 -4.3011
65 C 2.8534 -4.7394 -3.4209
66 H 3.7526 -2.6202 -5.4173
67 H 2.2547 -2.6121 -4.5098
68 H 3.5431 -1.5100 -4.0605
69 H 4.1710 -3.8990 -1.3603
70 H 3.1766 -2.5155 -1.7706
71 H 5.1520 -1.2024 -2.3966
72 H 5.4445 -1.9321 -0.8376
73 H 7.4224 -2.1830 -2.3814
74 H 6.7883 -3.7181 -1.8067
75 H 6.1366 -2.4541 -5.8563
76 H 7.3040 -1.6209 -4.8281
77 H 5.5902 -1.3840 -4.5665
78 H 7.7545 -5.0080 -3.6277
79 H 8.4878 -3.5444 -4.2939
80 H 7.4561 -4.5616 -5.3100
81 H 2.7340 -5.2027 -4.4017
82 H 1.8958 -4.3175 -3.1125
83 H 3.1319 -5.5129 -2.7088
84 C 6.2942 -8.2369 -6.5063
85 C 4.7840 -8.2547 -6.1789
86 C 4.5547 -8.3758 -4.6708
87 C 4.7999 -9.7740 -4.1055
88 C 4.0296 -10.8297 -4.8973
89 C 4.3291 -10.7779 -6.3970
90 N 4.0851 -9.3809 -6.8788
91 O 2.8461 -9.1445 -7.0979
92 C 5.7640 -11.2428 -6.6759
93 C 3.3980 -11.7119 -7.1583
94 C 4.1865 -6.9426 -6.6712
95 H 6.5056 -8.7641 -7.4354
96 H 6.6321 -7.2094 -6.6352
97 H 6.9023 -8.6764 -5.7162
98 H 3.5209 -8.0880 -4.4528
99 H 5.1886 -7.6422 -4.1726
100 H 5.8687 -10.0058 -4.1006
101 H 4.4810 -9.7966 -3.0618
102 H 4.2608 -11.8337 -4.5325
103 H 2.9564 -10.6755 -4.7487
104 H 6.0077 -11.1259 -7.7325
105 H 5.8415 -12.3017 -6.4267
106 H 6.5174 -10.7216 -6.0941
107 H 2.3525 -11.4944 -6.9570
108 H 3.6044 -12.7383 -6.8516
109 H 3.5634 -11.6323 -8.2334
110 H 4.2757 -6.8525 -7.7550
111 H 4.7336 -6.1250 -6.1998
112 H 3.1362 -6.8506 -6.4055
113 C -3.7075 9.7860 4.5254
114 C -2.2369 10.2559 4.4718
115 C -2.0132 11.4724 5.3770
116 C -2.5685 12.7814 4.8193
117 C -2.0744 13.0212 3.3943
118 C -2.3764 11.8513 2.4570
119 N -1.8242 10.6013 3.0726
120 O -0.5662 10.4707 2.8764
121 C -3.8832 11.7475 2.1899
122 C -1.6938 12.0572 1.1114
123 C -1.3593 9.1041 4.9464
124 H -4.0463 9.4342 3.5526
125 H -3.8061 8.9516 5.2187
126 H -4.3884 10.5666 4.8627
127 H -0.9375 11.5907 5.5405
128 H -2.4576 11.2544 6.3512
129 H -3.6613 12.7823 4.8519
130 H -2.2460 13.6056 5.4580
131 H -2.5253 13.9243 2.9766
132 H -0.9926 13.1849 3.4143
133 H -4.1082 10.8636 1.5921
134 H -4.1969 12.6254 1.6246
135 H -4.4904 11.7133 3.0888
136 H -0.6235 12.2125 1.2188
137 H -2.1249 12.9365 0.6313
138 H -1.8519 11.1963 0.4608
139 H -1.4456 8.2457 4.2781
140 H -1.6941 8.8043 5.9401
141 H -0.3121 9.3881 5.0077
142 C -6.2126 -3.4198 5.0382
143 C -5.8138 -1.9275 5.0406
144 C -5.5506 -1.4299 6.4662
145 C -6.8118 -1.2108 7.2998
146 C -7.8116 -0.3283 6.5554
147 C -8.1562 -0.8638 5.1650
148 N -6.8775 -1.0759 4.4137
149 O -6.4108 0.0062 3.9161
150 C -8.9834 -2.1508 5.2712
151 C -8.9949 0.1498 4.3981
152 C -4.5460 -1.7759 4.2076
153 H -6.9649 -3.6276 4.2794
154 H -5.3446 -4.0346 4.8039
155 H -6.5962 -3.7573 6.0006
156 H -5.0014 -0.4851 6.4078
157 H -4.8897 -2.1484 6.9567
158 H -7.2689 -2.1671 7.5680
159 H -6.5378 -0.7319 8.2415
160 H -8.7376 -0.2274 7.1264
161 H -7.3909 0.6764 6.4501
162 H -9.1561 -2.5802 4.2837
163 H -9.9525 -1.9063 5.7068
164 H -8.5344 -2.9135 5.8992
165 H -8.5071 1.1193 4.3401
166 H -9.9498 0.2731 4.9103
167 H -9.1904 -0.1976 3.3828
168 H -4.7231 -2.0545 3.1683
169 H -3.7846 -2.4388 4.6213
170 H -4.1646 -0.7587 4.2200